49
Properties=species:S:1:pos:R:3:forces:R:3:mulliken_charge:R:1 method="wB97M-V/def2-TZVPD" total_energy_ev=-89945.85334 orbital_gap_ev=8.80 homo_energy_ev=-8.61 multiplicity=1 de_lowest_kcal_mol=40.0 smiles="CCSC[C@]1([PH2]=S)OC(=O)[C@](Cl)(C[C@H](C)Cl)[C@]1(CCC(F)=C(F)F)CC(=O)F"
C 0.216351 -4.669076 0.045788 0.0 -0.2 0.2 -1.0790
C 1.308362 -4.020327 0.966454 -1.3 -0.5 -1.0 -0.3366
S 2.219190 -2.788932 -0.038025 0.1 0.1 0.6 -0.0196
C 2.166532 -1.175016 0.868142 0.3 -0.3 0.4 -0.9929
C 1.513176 -0.069771 0.006230 0.6 -0.7 -0.2 -0.3462
P 2.519581 -0.143207 -1.615272 0.6 0.8 -0.7 0.0591
S 4.440108 -0.042546 -1.377913 -0.1 -0.4 0.2 -0.3531
O 1.941864 1.215593 0.509755 -0.5 0.2 -0.9 -0.2537
C 0.962598 2.098015 0.016358 -0.9 -2.7 2.4 -0.8872
O 1.157369 3.023356 -0.637606 0.6 2.6 -1.6 -0.4508
C -0.324957 1.418345 0.539416 -0.6 0.1 -0.4 2.0824
Cl -1.940052 2.057355 0.034456 0.6 0.2 -0.4 -0.0828
C -0.341583 1.517016 2.094482 0.9 -0.4 0.1 -1.5813
C 0.094983 2.858057 2.728125 -0.3 0.6 0.3 0.0908
C -0.419176 4.143403 2.065823 -0.8 0.0 0.2 -1.2596
Cl 1.893000 2.970459 3.026049 -0.4 -0.1 -0.2 -0.1986
C -0.077764 -0.013223 -0.096666 -0.3 -0.4 1.7 1.9567
C -0.637309 -0.306284 -1.510712 0.5 0.5 -0.6 -1.3753
C -0.526700 0.817016 -2.599955 -0.8 -0.2 -1.6 -0.3050
C -1.776706 0.718953 -3.472820 0.7 1.4 0.3 -0.0636
F -1.718525 0.011944 -4.622207 -0.2 -1.7 0.7 -0.3282
C -2.928240 1.332186 -3.135952 1.5 -1.1 -0.6 0.2526
F -2.944782 2.630746 -2.968656 -0.8 0.3 1.7 -0.1916
F -4.045166 0.672650 -2.953066 -1.3 0.8 -1.0 -0.2301
C -0.693621 -1.097833 0.843956 -0.1 -1.1 -0.7 -0.4125
C -2.210067 -1.091120 0.959705 1.2 -1.1 -1.7 -0.3095
O -2.858858 -0.518647 1.721116 -1.4 1.5 2.1 -0.4334
F -2.852858 -1.914474 0.072732 0.6 0.0 -0.1 -0.2866
H 0.634960 -5.479943 -0.568735 0.0 0.3 0.2 0.3612
H -0.239381 -3.943302 -0.642122 0.1 -0.1 0.3 0.2278
H -0.593268 -5.113645 0.647731 0.3 0.1 -0.1 0.2989
H 0.773397 -3.587279 1.820541 0.6 0.1 -0.1 0.2600
H 1.962186 -4.847628 1.267501 0.1 0.6 0.3 0.4431
H 3.223142 -0.925931 1.040951 -0.4 0.3 -0.2 0.6010
H 1.731503 -1.306292 1.867704 -0.1 0.1 -0.4 0.4561
H 2.121094 1.024295 -2.318238 -0.3 -0.5 0.3 0.0799
H 2.072846 -1.221967 -2.421809 -0.2 0.4 0.3 0.1442
H 0.359732 0.753858 2.471772 -0.3 0.3 0.1 0.2171
H -1.341160 1.289186 2.487078 0.3 -0.1 -0.4 0.6439
H -0.326204 2.858971 3.743038 0.3 -0.1 -0.3 0.5487
H -1.514901 4.160609 2.218837 0.4 -0.1 -0.1 0.2932
H -0.263034 4.209944 0.984335 0.2 0.0 0.3 0.2287
H -0.048882 5.044527 2.572272 0.2 -0.4 -0.2 0.4357
H -1.684189 -0.639775 -1.517028 0.3 0.2 0.5 0.8824
H -0.066969 -1.170410 -1.895442 -0.3 0.2 0.3 0.1639
H 0.304451 0.592269 -3.282496 0.0 0.5 0.4 0.5088
H -0.513294 1.846026 -2.224062 0.4 -0.3 0.1 0.2369
H -0.420623 -2.074925 0.411148 -0.1 0.4 0.1 -0.4097
H -0.308158 -1.103227 1.867286 -0.1 0.3 -0.3 0.7140